1.
Computed, not measured: a structure of composition C40H42IrN7O4PS2 at a distorted geometry, with ωB97M-V/def2-TZVPD.

The geometry in XYZ format:
```
97
Properties=species:S:1:pos:R:3:forces:R:3
Ir -0.881 0.268 0.359 -0.79 0.68 -1.29
O 2.882 -0.028 0.486 -0.37 0.07 -0.46
C 2.210 0.810 -0.099 2.44 1.12 1.97
O 1.152 0.627 -0.774 -3.75 -1.20 -0.29
C 2.572 2.285 -0.032 -0.18 -0.65 -0.07
C 3.883 2.730 -0.036 -0.10 0.17 0.07
C 4.133 4.092 -0.120 0.04 -0.15 -0.01
C 3.082 4.994 -0.196 -0.02 0.07 0.06
C 1.773 4.552 -0.140 -0.33 -0.09 -0.03
C 1.514 3.187 -0.052 0.25 -0.49 0.14
P -0.226 2.654 -0.021 -0.26 0.55 0.28
C -0.971 3.614 1.329 -0.13 -0.69 -0.16
C -0.219 4.150 2.372 0.16 -0.02 -0.10
C -0.852 4.857 3.379 0.00 0.03 0.09
C -2.231 4.998 3.377 0.01 -0.05 -0.01
C -2.990 4.419 2.370 -0.08 -0.01 -0.11
C -2.363 3.720 1.357 0.02 -0.06 -0.01
C -0.850 3.368 -1.568 -0.14 -0.63 0.06
C -0.437 2.746 -2.748 0.06 0.05 0.13
C -0.849 3.241 -3.969 0.07 -0.02 -0.02
C -1.679 4.353 -4.023 -0.07 -0.09 0.08
C -2.096 4.967 -2.851 0.00 0.08 -0.11
C -1.685 4.482 -1.622 0.02 -0.09 0.26
H 4.690 2.015 0.003 0.06 -0.11 -0.01
H 5.152 4.446 -0.145 0.08 0.06 -0.02
H 3.280 6.050 -0.291 0.03 0.09 0.01
H 0.948 5.250 -0.193 0.04 0.17 0.04
H 0.855 4.033 2.384 0.09 0.07 0.00
H -0.267 5.306 4.166 0.08 0.02 0.10
H -2.722 5.549 4.164 -0.02 0.07 0.09
H -4.064 4.525 2.367 -0.09 -0.02 0.03
H -2.942 3.256 0.568 -0.13 0.05 0.02
H 0.186 1.865 -2.679 0.14 -0.04 -0.14
H -0.530 2.758 -4.879 0.04 -0.04 -0.10
H -2.015 4.728 -4.977 0.00 0.08 -0.11
H -2.741 5.833 -2.892 -0.01 0.07 -0.01
H -2.009 4.976 -0.717 0.02 0.06 -0.03
C -5.161 1.925 -2.159 -0.20 0.46 -1.05
O -4.861 1.417 -0.866 0.57 -0.57 0.87
C -3.707 0.851 -0.667 -0.10 0.02 -0.51
S -3.366 0.307 0.916 2.36 -0.01 0.07
S -2.525 0.631 -1.846 1.14 -0.22 1.49
H -6.100 2.467 -2.062 0.12 -0.12 0.01
H -5.261 1.111 -2.879 -0.06 -0.02 0.11
H -4.361 2.594 -2.493 -0.11 -0.01 0.10
C 0.996 0.416 3.123 0.81 0.15 0.11
N -0.383 0.013 2.745 -0.08 0.24 -2.13
C -1.317 0.768 3.621 -0.61 0.51 0.30
N -1.055 0.508 5.016 -0.55 0.43 0.18
C 0.305 0.918 5.339 0.01 0.03 -0.09
N 1.243 0.163 4.521 0.62 0.30 0.01
C 1.083 -1.257 4.804 0.07 -0.06 -0.11
N -0.277 -1.671 4.482 -0.21 -0.60 -0.14
C -0.539 -1.423 3.086 -0.04 -0.87 0.04
C -1.217 -0.913 5.295 -0.04 -0.01 -0.09
H 1.116 1.486 2.925 -0.07 -0.07 -0.06
H 1.719 -0.140 2.520 -0.15 0.04 -0.04
H -2.341 0.466 3.386 0.10 0.02 0.01
H -1.203 1.839 3.431 0.00 -0.12 -0.12
H 0.509 0.726 6.393 -0.04 0.04 -0.05
H 0.417 1.987 5.139 0.03 -0.03 0.04
H 1.277 -1.444 5.861 0.03 -0.01 -0.08
H 1.789 -1.831 4.199 0.01 0.01 0.08
H -1.563 -1.730 2.851 0.06 0.05 -0.06
H 0.162 -2.004 2.482 -0.05 0.08 -0.04
H -1.030 -1.107 6.351 -0.01 0.03 -0.04
H -2.239 -1.217 5.056 0.04 0.00 0.03
C 1.104 -4.982 -6.607 -0.19 -0.17 -0.49
C 1.455 -5.293 -5.202 0.24 -0.06 0.87
C 2.024 -4.331 -4.358 -0.42 -0.54 -0.68
C 2.346 -4.621 -3.053 0.07 -0.75 0.53
C 2.111 -5.908 -2.541 -0.37 0.65 -1.68
N 2.423 -6.271 -1.249 0.23 -0.35 1.61
C 2.862 -5.490 -0.187 -0.18 -1.03 -0.90
O 3.648 -5.907 0.617 0.24 0.08 0.49
N 2.347 -4.202 -0.092 0.00 0.94 0.29
C 1.076 -3.733 -0.358 -0.31 0.05 -0.01
C 0.004 -4.543 -0.746 -0.11 0.09 0.01
C -1.224 -3.955 -0.985 0.22 0.28 0.10
C -1.379 -2.593 -0.792 -0.72 -0.24 -0.22
N -0.374 -1.827 -0.373 -0.79 1.00 0.70
C 0.822 -2.366 -0.180 0.85 -0.21 0.17
C 1.565 -6.888 -3.390 0.16 0.47 0.73
C 1.238 -6.581 -4.686 0.12 0.73 -0.41
H 1.346 -3.956 -6.867 0.00 0.06 -0.07
H 0.040 -5.155 -6.779 -0.04 0.11 -0.07
H 1.635 -5.653 -7.282 0.05 0.09 -0.11
H 2.239 -3.346 -4.746 0.00 0.12 -0.08
H 2.824 -3.872 -2.444 0.06 0.06 0.04
H 2.597 -7.260 -1.102 0.19 0.32 0.06
H 2.920 -3.602 0.492 -0.03 -0.22 -0.08
H 0.114 -5.612 -0.833 0.10 -0.04 -0.07
H -2.068 -4.549 -1.297 -0.06 -0.02 -0.04
H -2.328 -2.109 -0.970 -0.01 0.01 0.04
H 1.629 -1.702 0.116 -0.04 0.04 0.04
H 1.395 -7.883 -3.008 -0.01 -0.16 0.06
H 0.814 -7.340 -5.326 -0.04 -0.11 -0.07
```
Forces are in eV/Å.

Properties
energy relative to the best compared isomer or geometry (same formula, charge and spin)	73.9	kcal/mol
E_HOMO (spin up / spin down)	-11.797 / -11.796	eV
multiplicity	2
orbital gap (spin up / spin down)	4.01 / 3.08	eV
DFT total energy	-3475.253983	Eh
total charge	+2
LUMO level (spin up / spin down)	-7.8 / -8.7	eV

---

2.
Computed, not measured: a structure of composition C40H42NOP2Sr at a distorted geometry, with ωB97M-V/def2-TZVPD.

The geometry in XYZ format:
```
87
Properties=species:S:1:pos:R:3:forces:R:3
Sr 0.873 3.162 -3.128 -0.56 0.53 0.82
C 0.273 0.848 2.680 -0.46 -0.02 -0.24
C 0.933 1.731 1.914 0.24 -0.45 0.60
C 2.423 1.993 1.913 0.26 0.34 -0.39
C 3.297 1.262 0.870 -0.18 0.34 -0.47
C 2.730 -0.072 0.433 0.47 -0.69 0.67
C 2.291 -1.020 1.272 -0.34 0.18 -0.12
C 2.103 -0.855 2.776 0.66 -0.63 0.29
C 0.684 -0.499 3.205 0.46 0.89 0.62
C 1.583 0.907 -3.948 0.05 -0.20 -0.22
H -0.721 1.131 3.013 -0.53 -0.25 -0.77
H 0.351 2.369 1.248 0.09 0.59 0.68
H 2.882 1.905 2.902 -0.43 -0.35 0.01
H 2.483 3.069 1.729 0.19 0.01 -0.15
H 3.342 1.865 -0.038 -0.01 0.18 -0.02
H 4.353 1.260 1.229 -0.69 -0.50 -0.18
H 2.698 -0.278 -0.638 0.22 0.02 0.22
H 1.981 -1.994 0.849 -0.02 0.63 0.25
H 2.788 -0.113 3.221 -0.17 -0.41 -0.41
H 2.335 -1.813 3.256 0.18 0.08 -0.07
H -0.020 -1.312 2.929 0.09 0.65 -0.17
H 0.609 -0.406 4.302 0.26 -0.48 -0.12
H 0.754 0.332 -4.405 0.38 -0.01 -0.03
H 1.869 0.386 -3.024 0.00 -0.12 0.03
H 2.468 0.877 -4.603 -0.32 -0.18 0.00
P 2.341 6.624 -4.215 -0.08 0.59 1.31
P 4.433 4.951 -5.689 1.27 0.06 -1.00
C 4.073 6.598 -3.587 0.80 -0.50 -0.45
C 5.018 6.006 -4.354 -0.85 1.34 0.68
C 2.186 8.495 -4.343 -0.26 -0.08 -0.15
C 3.062 9.386 -3.700 -0.26 0.19 -0.26
C 2.955 10.767 -3.915 -0.13 -0.23 -0.08
C 1.970 11.280 -4.767 0.05 -0.40 0.13
C 1.085 10.396 -5.399 0.12 0.15 0.12
C 1.191 9.016 -5.203 0.44 0.07 0.36
C 1.653 6.197 -2.557 -0.07 1.25 -0.21
C 2.287 5.129 -1.867 1.19 -0.58 -2.08
C 1.623 4.588 -0.764 -0.80 -0.90 1.65
C 0.604 5.335 -0.166 0.10 -0.54 0.20
C 0.099 6.482 -0.759 -0.74 0.10 1.80
C 0.606 6.915 -1.980 1.04 -0.50 -1.61
C 5.738 5.562 -6.917 -0.36 -0.39 -0.08
C 5.678 6.913 -7.318 0.34 -0.41 0.02
C 6.661 7.427 -8.167 -0.04 -0.30 -0.01
C 7.686 6.598 -8.643 -0.12 -0.15 0.20
C 7.720 5.249 -8.277 -0.30 0.12 -0.02
C 6.730 4.720 -7.438 0.11 0.42 -0.02
C 5.202 3.385 -5.117 -0.27 -0.28 -0.22
C 4.758 2.211 -5.752 0.42 0.15 0.20
C 5.329 0.984 -5.429 0.16 -0.05 0.19
C 6.318 0.916 -4.438 -0.09 0.18 -0.12
C 6.736 2.076 -3.779 -0.27 -0.01 -0.12
C 6.164 3.307 -4.109 0.16 -0.36 -0.08
H 4.286 7.060 -2.604 0.05 -0.01 -0.83
H 6.087 6.225 -4.245 -0.28 -0.44 0.35
H 3.849 9.009 -3.042 -0.35 0.22 -0.24
H 3.651 11.438 -3.411 -0.19 -0.14 -0.14
H 1.901 12.359 -4.931 -0.03 -0.42 0.03
H 0.311 10.798 -6.053 0.19 -0.16 0.13
H 0.508 8.340 -5.726 0.27 0.20 0.21
H 3.174 4.570 -2.258 -0.56 0.90 0.12
H 1.929 3.610 -0.352 -0.05 0.71 0.07
H 0.259 4.994 0.812 -0.31 0.10 -0.30
H -0.677 7.067 -0.269 0.16 -0.19 0.02
H 0.247 7.828 -2.448 -0.06 -0.22 -0.07
H 4.871 7.556 -6.953 0.29 -0.18 -0.07
H 6.623 8.471 -8.471 0.01 -0.20 0.07
H 8.455 7.003 -9.305 -0.23 -0.10 0.21
H 8.507 4.594 -8.652 -0.18 0.20 0.05
H 6.744 3.656 -7.178 0.05 0.44 -0.03
H 3.973 2.277 -6.506 0.17 -0.05 0.14
H 5.004 0.077 -5.945 0.08 0.27 0.24
H 6.755 -0.044 -4.170 -0.07 0.18 -0.09
H 7.505 2.035 -3.007 -0.23 -0.07 -0.19
H 6.478 4.204 -3.580 -0.01 -0.23 -0.13
O -0.272 2.008 -1.088 -1.43 -1.53 0.67
N -0.960 0.893 -0.678 0.79 1.33 -0.76
C -1.658 0.903 0.487 0.05 -0.36 -0.28
C -2.302 -0.256 0.921 0.11 -0.11 -0.08
C -2.236 -1.430 0.170 0.19 0.75 -0.14
C -1.503 -1.387 -1.019 -0.29 0.05 -0.35
C -0.906 -0.213 -1.468 -0.66 0.17 0.67
H -1.698 1.843 1.040 0.15 -0.35 -0.45
H -2.823 -0.250 1.879 0.06 0.19 -0.35
H -2.813 -2.315 0.451 0.45 0.26 0.00
H -1.483 -2.271 -1.643 0.14 0.15 -0.12
H -0.508 -0.010 -2.464 0.34 -0.42 0.46
```
Forces are in eV/Å.

Properties
energy relative to the best compared isomer or geometry (same formula, charge and spin)	22.2	kcal/mol
E_HOMO (spin up / spin down)	-3.513 / -7.185	eV
multiplicity	2
orbital gap (spin up / spin down)	3.19 / 6.87	eV
DFT total energy	-2392.551749	Eh
LUMO level (spin up / spin down)	-0.3 / -0.3	eV

---

energy relative to the best compared isomer or geometry (same formula, charge and spin) of number 2 (C40H42NOP2Sr)?
22.2 kcal/mol

---

Which of these has the highest energy relative to the best compared isomer or geometry (same formula, charge and spin)?
C40H42IrN7O4PS2

---

Among the records above, which one has the lowest DFT total energy?
C40H42IrN7O4PS2